{"formula": "C29H63BI2N8NbO17", "method": "wB97M-V/def2-TZVPD", "gap_ha": 0.2025, "largest_force_ev_per_a": 4.31, "spin_multiplicity": 1, "total_charge": -1, "e_homo_ev": -4.6, "species": ["C", "O", "C", "C", "C", "C", "C", "C", "C", "C", "C", "Nb", "N", "C", "C", "C", "C", "C", "C", "C", "C", "B", "O", "O", "C", "C", "I", "C", "C", "I", "H", "H", "H", "H", "H", "H", "H", "H", "H", "H", "H", "H", "H", "H", "H", "H", "H", "H", "H", "H", "H", "H", "H", "H", "H", "H", "H", "H", "H", "H", "H", "H", "H", "H", "H", "H", "H", "H", "H", "H", "H", "H", "C", "N", "O", "O", "H", "H", "H", "C", "N", "O", "O", "H", "H", "H", "C", "N", "O", "O", "H", "H", "H", "C", "N", "O", "O", "H", "H", "H", "C", "N", "O", "O", "H", "H", "H", "C", "N", "O", "O", "H", "H", "H", "C", "N", "O", "O", "H", "H", "H"], "xyz": [[-0.21475, -4.66996, 4.02198], [0.17900, -3.29234, 4.17900], [-0.50770, -2.65372, 5.27806], [0.31296, -1.46641, 5.97072], [0.82353, -0.33045, 4.91786], [0.29410, 1.09839, 5.42819], [0.19756, 2.23236, 4.28065], [-1.34847, 2.32226, 3.80995], [-1.55978, 2.86344, 2.31564], [-3.13064, 2.89891, 1.85595], [-3.35663, 2.21113, 0.42296], [-3.78013, -0.02297, 0.43533], [-4.32593, -0.02935, 2.54179], [-3.24745, -0.03197, -1.78352], [-2.35121, -1.27367, -2.26900], [-1.00237, -0.87149, -3.03977], [-0.29081, -1.97415, -3.91415], [0.99783, -1.60454, -4.71494], [1.63320, -0.19607, -4.70262], [0.97547, 0.88458, -3.81194], [-0.31825, 0.51086, -3.01182], [-1.64729, -0.58015, 1.10519], [-1.48942, -1.25891, 2.39887], [-0.47507, -0.31370, 0.29117], [0.68251, 0.06023, 1.08305], [-4.45800, -2.24114, 0.31980], [-5.67426, -2.62908, -1.50343], [-5.37808, -2.70157, 1.55911], [-6.36368, -3.96491, 1.22070], [-4.09341, -3.46538, 3.19522], [-1.31519, -4.73587, 3.68453], [0.39415, -5.16762, 3.17894], [-0.12243, -5.29706, 4.97454], [-1.53900, -2.24429, 4.98384], [-0.68035, -3.46710, 6.08586], [-0.32569, -0.98941, 6.79640], [1.21478, -1.95869, 6.50150], [1.96639, -0.33009, 5.00610], [0.51182, -0.61001, 3.85832], [-0.75209, 0.93125, 5.90124], [1.00240, 1.45347, 6.25423], [0.94503, 2.11241, 3.42679], [0.44756, 3.24335, 4.78643], [-1.82837, 1.31156, 4.03426], [-1.84535, 3.09510, 4.51312], [-1.15502, 3.95853, 2.30969], [-0.96751, 2.31109, 1.51158], [-3.83681, 2.55965, 2.68320], [-3.35190, 4.02874, 1.70635], [-4.21943, 2.74576, -0.10208], [-2.42079, 2.36199, -0.24669], [-5.52153, 0.39496, -0.03066], [-3.49501, 0.31930, 3.05131], [-5.12160, 0.61068, 2.69693], [-2.79015, 1.00300, -2.03132], [-4.24474, -0.04783, -2.37411], [-2.09982, -2.04190, -1.46390], [-2.98821, -1.84269, -3.05198], [-0.71557, -3.03187, -3.96819], [1.48926, -2.40510, -5.35363], [2.55467, 0.11049, -5.30178], [1.38362, 1.95843, -3.72758], [-0.75556, 1.36690, -2.37664], [-1.31569, -2.21122, 2.18947], [1.46459, -0.76160, 1.20899], [0.34959, 0.51161, 2.09323], [1.18664, 0.93780, 0.52120], [-3.57062, -2.97112, 0.23285], [-6.09906, -1.88091, 1.93361], [-7.37054, -3.63802, 0.79915], [-5.83984, -4.78689, 0.62899], [-6.59675, -4.42880, 2.25767], [6.33280, 0.53617, -5.27502], [5.21319, 0.06153, -6.12983], [4.90203, 0.75570, -7.08429], [4.68542, -0.99170, -5.81163], [6.70366, 1.47777, -5.67358], [5.94223, 0.67076, -4.26676], [7.11073, -0.22558, -5.29957], [4.53274, -1.70106, 0.37347], [4.73362, -0.22929, 0.41809], [4.06226, 0.40313, 1.21497], [5.55909, 0.23838, -0.35039], [3.77457, -1.97395, 1.10554], [4.20650, -1.95748, -0.63394], [5.48656, -2.16997, 0.61234], [8.81013, 4.57265, -4.33622], [8.66312, 3.18190, -4.83900], [8.61951, 3.02385, -6.04833], [8.59633, 2.29738, -4.00125], [8.85629, 5.24998, -5.18697], [7.94187, 4.79096, -3.71559], [9.73172, 4.61673, -3.75720], [-1.20440, 0.44909, -6.47743], [-2.31090, 1.11246, -7.21637], [-2.06513, 2.17984, -7.75912], [-3.38893, 0.54014, -7.22732], [-0.31236, 1.06692, -6.55252], [-1.51679, 0.34782, -5.43837], [-1.03894, -0.52389, -6.93764], [0.28529, -4.73880, -8.23348], [0.47829, -3.26608, -8.18848], [-0.21411, -2.63460, -7.40795], [1.31837, -2.79761, -8.93874], [-0.48786, -5.01319, -7.51796], [-0.01669, -4.99955, -9.24704], [1.23558, -5.20267, -7.97179], [-3.68367, -0.84688, 7.78956], [-2.95123, 0.42965, 7.58637], [-2.35439, 0.89429, 8.54605], [-3.00193, 0.92092, 6.47115], [-3.55574, -1.16667, 8.82222], [-4.73430, -0.65912, 7.57166], [-3.26231, -1.58122, 7.10327], [2.66159, 5.55259, 3.49997], [1.54891, 6.20887, 2.76515], [1.78928, 7.27244, 2.21468], [0.47558, 5.63302, 2.76749], [3.55219, 6.17255, 3.41430], [2.35624, 5.45711, 4.54128], [2.82532, 4.57644, 3.04454]], "atomic_forces_ev_per_a": [[-0.84, -0.60, -0.77], [-0.33, -0.49, 0.76], [-0.72, 0.11, 1.50], [0.75, -0.71, -0.66], [0.08, -0.24, 1.33], [0.16, -0.19, -0.45], [-0.75, 0.53, 1.14], [0.53, 0.59, -0.14], [-0.49, 0.64, 0.34], [0.86, 1.66, -0.61], [0.13, 0.60, 0.02], [-1.49, 1.03, 0.61], [0.77, 1.09, -1.65], [0.05, 0.43, -0.68], [0.12, 0.41, -1.58], [3.09, 0.02, -1.82], [1.77, 3.93, 0.08], [-1.45, 1.92, 1.69], [-3.10, 0.04, 2.49], [-1.78, -3.73, -0.16], [1.27, -1.28, -1.38], [2.46, -1.16, 0.49], [0.45, 0.04, -1.98], [-0.77, -0.17, 2.32], [0.66, 1.44, -0.02], [-0.19, -1.20, 0.87], [0.47, 0.13, 0.13], [-1.71, -0.89, -1.65], [0.24, -0.31, 2.07], [-0.44, 0.55, -0.52], [1.46, 0.12, 0.54], [-0.69, 1.04, 1.40], [0.10, 0.98, -1.06], [1.37, -0.66, -0.05], [0.15, 1.22, -1.06], [0.73, -0.75, -1.24], [-1.31, 0.85, -0.81], [-1.55, 0.05, -0.52], [0.27, 0.48, 1.50], [1.78, 0.58, -0.87], [-1.00, -0.53, -0.99], [-1.05, -0.15, 1.08], [-0.28, -1.49, -0.90], [0.49, 1.26, -0.66], [0.59, -1.37, -1.04], [-0.71, -2.02, -0.06], [-0.68, 0.41, 1.25], [1.03, 0.15, -1.15], [0.18, -1.68, 0.39], [1.09, -0.67, 0.53], [-1.35, -0.04, 1.09], [-0.57, -0.15, 0.21], [-0.80, -0.38, 0.05], [0.53, -0.45, 0.13], [-0.48, -1.79, 0.24], [1.52, -0.02, 0.97], [-0.18, 1.15, -0.89], [1.15, 0.72, 1.24], [0.66, 1.72, 0.05], [-0.73, 1.20, 0.95], [-1.55, -0.91, 0.84], [-0.70, -2.00, -0.21], [0.64, -1.72, -1.06], [0.03, 1.00, 0.53], [-1.25, 0.90, -0.04], [0.72, -1.07, -1.52], [-0.66, -1.45, 0.77], [-1.46, 0.84, -0.01], [1.78, -1.10, -0.30], [1.62, -0.39, 0.19], [-0.82, 1.31, 0.56], [0.18, 0.63, -1.65], [0.16, 0.28, 0.07], [-0.12, -0.03, -0.20], [-0.02, -0.42, 0.41], [0.22, 0.44, -0.27], [-0.12, -0.23, -0.07], [0.06, -0.18, -0.07], [-0.14, 0.05, 0.11], [-0.20, -0.29, 0.11], [-0.12, 0.31, 0.12], [0.46, -0.14, -0.41], [-0.34, -0.11, 0.35], [0.09, 0.15, -0.09], [0.14, 0.05, 0.07], [-0.06, 0.08, -0.16], [0.02, 0.35, -0.08], [0.04, -0.17, -0.14], [-0.01, -0.11, 0.56], [0.03, 0.33, -0.47], [-0.02, -0.20, 0.06], [0.16, -0.10, 0.04], [-0.18, -0.07, 0.05], [0.22, 0.05, -0.03], [0.01, 0.04, -0.01], [-0.37, -0.40, 0.10], [0.41, 0.42, -0.15], [-0.23, -0.04, -0.04], [0.01, -0.11, -0.13], [-0.11, 0.09, 0.15], [-0.17, -0.28, 0.16], [-0.02, 0.41, 0.04], [0.34, -0.28, -0.50], [-0.41, -0.18, 0.36], [0.11, 0.15, -0.08], [0.16, 0.04, 0.08], [-0.06, 0.08, -0.16], [-0.08, -0.28, 0.20], [0.08, 0.29, -0.13], [-0.16, -0.07, -0.47], [0.01, -0.20, 0.75], [0.06, 0.16, -0.14], [0.15, -0.05, -0.16], [-0.15, 0.14, -0.08], [0.34, -0.01, 0.08], [-0.28, 0.14, -0.17], [-0.20, -0.42, 0.19], [0.57, 0.45, -0.01], [-0.20, -0.02, -0.05], [-0.05, -0.13, -0.16], [-0.14, 0.04, 0.14]], "lowdin_charge": [-0.1366, -0.2345, -0.2480, -0.1575, -0.1714, -0.2024, -0.1973, -0.2010, -0.1946, -0.2900, -0.3879, 1.5975, -0.2331, -0.4100, -0.2885, -0.1605, -0.0204, -0.0905, -0.0946, -0.0766, -0.0420, -0.6030, -0.0883, -0.1231, -0.1112, -0.8798, 0.7042, -0.8474, -0.3378, 0.7894, 0.0376, 0.1004, 0.0894, 0.0973, 0.1193, 0.0977, 0.1110, 0.1074, 0.0844, 0.0789, 0.1077, 0.0997, 0.0958, 0.0861, 0.1248, 0.0937, 0.0860, 0.0753, 0.0919, 0.0353, 0.0428, -0.1152, -0.0483, -0.0193, 0.0253, 0.0137, 0.0839, 0.0775, 0.0934, 0.0708, 0.0637, 0.0888, 0.0898, 0.0643, 0.0860, 0.0587, 0.1055, 0.0040, 0.0717, 0.0438, 0.0514, 0.0264, 0.0345, -0.4439, 0.0644, 0.0409, 0.0628, 0.1047, 0.1056, 0.0411, -0.4424, 0.0575, 0.0468, 0.0896, 0.1051, 0.0977, 0.0445, -0.4403, 0.0634, 0.0595, 0.0957, 0.1045, 0.1008, 0.0319, -0.4411, 0.0429, 0.0508, 0.0898, 0.0829, 0.0729, 0.0400, -0.4338, 0.0476, 0.0660, 0.0958, 0.0986, 0.0994, 0.0467, -0.4407, 0.0531, 0.0529, 0.0927, 0.1030, 0.0930, 0.0380, -0.4399, 0.0559, 0.0588, 0.0903, 0.0980, 0.1007]}